{
  "formula": "C6H11NO2S",
  "method": "ωB97M-V with the def2-TZVPD basis set",
  "species": ["C", "C", "C", "C", "C", "C", "N", "O", "O", "S", "H", "H", "H", "H", "H", "H", "H", "H", "H", "H", "H"],
  "coordinates": [[2.63204, 0.94281, -0.79063], [-2.08757, -0.27666, 0.34448], [-0.81644, 2.09091, 0.44022], [-0.69820, -0.75151, -0.21564], [0.50381, 0.08291, 0.14677], [-0.38132, -2.24506, -0.02034], [1.34189, 0.55728, -0.92568], [3.20791, 0.91157, 0.25669], [0.90885, -0.19019, 1.42812], [-2.27205, 1.44433, -0.27973], [2.93664, 1.33881, -1.66576], [-2.96498, -0.93304, -0.08179], [-2.09999, -0.38446, 1.40530], [-0.91481, 2.12122, 1.54911], [-0.42416, 3.00148, -0.03563], [-0.80313, -0.66513, -1.30705], [-0.14528, -2.39279, 1.02415], [0.59435, -2.33221, -0.63747], [-1.24732, -2.78627, -0.38113], [0.82190, 0.58474, -1.73501], [1.90785, -0.11874, 1.48102]],
  "forces_ev_per_a": [[-2.88, -0.83, 1.56], [-0.16, -0.61, -2.05], [0.85, -1.85, 0.70], [-0.35, -0.02, -1.38], [-2.47, 2.87, 1.35], [1.62, 1.56, -0.69], [0.10, -2.14, 3.71], [1.32, -0.21, 1.38], [2.20, 0.02, -1.34], [-0.50, -0.52, 0.25], [1.97, 1.45, -3.14], [1.76, 1.28, 0.66], [-0.11, 0.30, 0.91], [0.42, 0.19, -0.80], [-0.13, -0.52, 0.17], [-0.13, 0.24, 0.10], [-0.09, -0.55, 0.17], [-1.67, -0.82, 0.90], [0.33, -0.60, -0.05], [-0.77, 0.40, -2.31], [-1.29, 0.35, -0.10]],
  "lowdin_charge": [-0.32, -0.42, -0.42, -0.42, -0.30, -0.05, 0.13, 0.06, 0.04, 0.75, 0.10, 0.12, 0.07, 0.02, 0.01, 0.12, 0.07, 0.12, 0.08, 0.11, 0.13],
  "e_above_lowest_kcal_mol": 54.8,
  "e_lumo_ev": [0.5347, 0.5350],
  "homo_ev": [-6.944, -6.944]
}

{
  "formula": "C28H47BrCrNP3",
  "method": "ωB97M-V with the def2-TZVPD basis set",
  "species": ["C", "C", "C", "C", "N", "C", "C", "C", "C", "C", "C", "C", "C", "C", "Cr", "P", "H", "H", "H", "H", "H", "H", "H", "H", "C", "C", "H", "H", "H", "H", "H", "C", "C", "H", "H", "H", "H", "H", "C", "C", "H", "H", "H", "H", "H", "Br", "P", "C", "C", "H", "H", "H", "H", "H", "C", "C", "H", "H", "H", "H", "H", "C", "C", "H", "H", "H", "H", "H", "C", "P", "C", "C", "H", "H", "H", "H", "H", "H", "H", "H", "H"],
  "coordinates": [[-3.11431, -4.51444, -5.86698], [-1.97567, -3.72109, -5.61310], [-1.08893, -3.47504, -6.68238], [-1.37805, -4.02748, -7.94187], [-2.46016, -4.77393, -8.15900], [-3.31142, -5.01909, -7.16376], [-1.72437, -3.18257, -4.31078], [-1.49221, -2.73086, -3.20415], [-1.23970, -2.20025, -1.91931], [-2.29199, -1.61710, -1.20096], [-2.08492, -1.06099, 0.04906], [-0.80145, -1.08393, 0.61325], [0.26398, -1.68748, -0.05407], [0.03836, -2.22707, -1.32244], [-0.69297, -0.17079, 2.49419], [-0.75562, 1.95996, 1.70059], [-0.19823, -2.87434, -6.55008], [-3.83195, -4.73864, -5.08805], [-0.70716, -3.85120, -8.78305], [-4.18431, -5.63436, -7.38450], [0.84958, -2.68342, -1.89431], [-3.28538, -1.59181, -1.63986], [1.25429, -1.73821, 0.41125], [-2.93320, -0.60106, 0.56397], [-0.06562, 3.04337, 2.96555], [0.17241, 4.50623, 2.58441], [0.88813, 2.56863, 3.25051], [-0.72129, 2.97810, 3.84310], [0.35842, 5.05484, 3.51370], [1.05222, 4.64103, 1.94680], [-0.68200, 4.98378, 2.09548], [0.09554, 2.25022, 0.12538], [-0.75270, 2.76804, -1.02375], [0.52961, 1.27282, -0.13669], [0.94847, 2.92420, 0.29353], [-0.12501, 2.86685, -1.91790], [-1.57418, 2.08672, -1.27703], [-1.17993, 3.75220, -0.80360], [-2.54543, 2.22331, 1.51771], [-2.98236, 3.67572, 1.60171], [-3.04919, 1.62232, 2.29759], [-2.85572, 1.79235, 0.55324], [-4.05892, 3.71810, 1.39830], [-2.81392, 4.11379, 2.59360], [-2.47827, 4.30481, 0.85960], [0.48567, -0.19604, 4.66524], [5.10995, 0.65671, -0.04976], [3.89931, 2.05986, -0.07467], [4.53253, 3.41581, 0.22160], [3.10244, 1.84870, 0.65458], [3.44978, 2.07445, -1.07880], [3.87610, 4.22410, -0.12551], [4.69208, 3.55180, 1.29805], [5.50477, 3.53394, -0.27504], [4.63475, -0.19441, 1.52259], [5.79590, -0.97687, 2.12777], [3.78135, -0.87058, 1.35780], [4.31774, 0.60406, 2.20828], [5.63171, -1.10781, 3.20318], [5.89819, -1.97188, 1.67580], [6.74990, -0.45137, 1.99452], [4.27280, -0.48260, -1.23503], [4.88736, -0.44249, -2.63000], [3.20131, -0.23380, -1.28207], [4.37863, -1.49373, -0.81454], [4.62617, -1.36255, -3.16527], [4.50777, 0.40644, -3.21271], [5.98229, -0.36545, -2.59520], [-4.60201, -0.92337, 2.78881], [-2.84394, -0.78680, 3.28090], [-3.07877, -0.15236, 4.96512], [-2.41989, -2.56759, 3.31634], [-5.12494, 0.03409, 2.68777], [-5.07758, -1.46938, 3.62040], [-4.77410, -1.49082, 1.87183], [-4.04924, -0.44353, 5.38103], [-2.26814, -0.48332, 5.62133], [-3.05382, 0.95174, 4.88985], [-3.18266, -3.11646, 3.87450], [-2.43230, -2.88724, 2.25801], [-1.42560, -2.79352, 3.71837]],
  "forces_ev_per_a": [[0.33, 0.08, -0.52], [-0.20, -0.37, -0.88], [-0.48, -0.39, -0.22], [-0.23, 0.17, 1.04], [-0.05, -0.13, -0.33], [0.55, 0.55, 0.71], [0.32, 0.52, 1.30], [-0.17, -0.80, -1.85], [0.29, 0.43, 1.03], [-0.38, 0.02, -0.09], [0.44, -0.16, -0.46], [-0.45, 0.99, 1.65], [-0.42, 0.05, -0.42], [0.18, -0.17, -0.35], [1.01, -1.80, 0.24], [-0.51, 0.14, -0.15], [-0.06, -0.01, 0.09], [0.09, 0.06, 0.03], [-0.21, -0.09, 0.15], [0.24, 0.14, -0.02], [-0.19, 0.07, 0.25], [0.14, -0.07, -0.04], [-0.24, -0.04, -0.24], [0.30, -0.13, -0.21], [0.29, 0.36, 0.10], [0.02, 0.35, 0.19], [-0.34, 0.14, 0.09], [0.12, -0.13, -0.12], [0.05, 0.04, -0.23], [-0.16, -0.10, 0.06], [0.17, -0.16, 0.09], [0.71, -0.22, -0.25], [-0.24, 0.15, -0.41], [-0.14, 0.23, -0.07], [-0.28, -0.04, 0.15], [-0.19, 0.00, 0.17], [0.22, 0.11, 0.07], [0.11, -0.18, -0.09], [-0.29, 0.17, -0.07], [-0.49, 0.42, -0.01], [0.26, 0.39, -0.32], [0.21, 0.01, 0.28], [0.21, 0.16, 0.07], [-0.01, -0.16, -0.22], [-0.16, -0.14, 0.16], [-0.21, 0.04, -0.88], [-4.29, -1.09, 0.60], [0.70, 0.96, -0.59], [0.09, 0.54, 0.22], [0.37, -0.39, -0.15], [0.24, -0.14, 0.21], [0.20, -0.18, 0.13], [0.02, -0.01, -0.22], [-0.33, 0.05, 0.05], [1.05, 0.44, 0.79], [0.39, -0.37, 0.34], [0.15, 0.44, -0.44], [0.13, -0.16, -0.14], [0.08, -0.07, -0.26], [-0.02, 0.26, 0.09], [-0.20, -0.14, 0.18], [1.22, -0.62, -0.62], [0.01, -0.04, -0.61], [0.30, 0.19, 0.41], [0.02, 0.30, -0.05], [0.09, 0.28, 0.01], [0.14, -0.18, 0.12], [-0.30, -0.14, -0.07], [-0.34, 0.16, -0.36], [-0.78, -0.97, 0.72], [0.18, 0.46, 0.21], [0.06, -0.08, -0.36], [0.27, -0.05, 0.08], [0.20, 0.16, -0.31], [0.23, 0.03, 0.05], [0.21, -0.04, -0.13], [-0.15, 0.16, -0.13], [0.02, -0.44, 0.23], [0.14, -0.01, 0.00], [-0.07, 0.00, 0.47], [-0.19, 0.17, 0.07]],
  "lowdin_charge": [0.00, -0.23, -0.01, -0.12, 0.06, -0.12, 0.06, 0.04, -0.23, -0.01, -0.15, -0.28, -0.12, -0.02, 0.15, 0.88, 0.11, 0.11, 0.11, 0.11, 0.12, 0.13, 0.09, 0.06, -0.39, -0.12, 0.06, 0.09, 0.09, 0.07, 0.06, -0.36, -0.11, 0.06, 0.07, 0.09, 0.08, 0.07, -0.38, -0.12, 0.04, 0.09, 0.09, 0.08, 0.07, 0.10, 1.25, -0.38, -0.14, 0.08, 0.09, 0.08, 0.08, 0.08, -0.37, -0.14, 0.09, 0.09, 0.09, 0.09, 0.08, -0.38, -0.14, 0.09, 0.09, 0.09, 0.08, 0.08, -0.22, 0.74, -0.26, -0.23, 0.06, 0.07, 0.06, 0.06, 0.02, 0.06, 0.07, 0.06, 0.05],
  "charge": 2,
  "e_lumo_ev": [-6.6290, -9.7294],
  "homo_ev": [-12.530, -12.600],
  "multiplicity": 5
}

{
  "formula": "ClF2HSi",
  "method": "ωB97M-V with the def2-TZVPD basis set",
  "species": ["F", "F", "Si", "Cl", "H"],
  "coordinates": [[0.04604, -1.29955, 0.91273], [-0.86331, 1.10823, 0.73285], [-0.20048, -0.02716, -0.13521], [1.64360, 0.61188, -0.11565], [-0.62585, -0.39340, -1.39472]],
  "forces_ev_per_a": [[-1.36, 1.04, -1.55], [-1.34, -0.04, -0.34], [1.64, -1.46, 4.18], [2.20, 0.86, -0.84], [-1.15, -0.40, -1.45]],
  "lowdin_charge": [-0.23, -0.16, -0.01, 0.43, -0.03],
  "e_above_lowest_kcal_mol": 5.8,
  "e_lumo_ev": 0.7474,
  "homo_ev": -12.050
}

{
  "formula": "C3H4NPS",
  "method": "ωB97M-V with the def2-TZVPD basis set",
  "species": ["C", "C", "C", "N", "P", "S", "H", "H", "H", "H"],
  "coordinates": [[1.17479, 1.12721, 0.38775], [1.76893, -0.13127, 0.14665], [-0.88871, 0.22888, 0.05711], [-0.14373, 1.13356, 0.30042], [-2.51580, -0.40189, 0.03253], [0.84760, -1.45932, -0.14915], [1.59416, 2.04222, 0.36510], [2.81437, -0.09592, 0.15248], [-1.96792, -1.65433, 0.19844], [-2.68369, -0.78914, -1.49134]],
  "forces_ev_per_a": [[0.24, -3.45, -0.74], [-1.17, 2.33, 0.47], [1.12, -1.61, -0.61], [-1.28, 0.89, 0.21], [-1.42, -0.79, -2.24], [-1.13, 0.32, 0.05], [2.00, 2.59, 0.38], [1.50, -0.45, -0.07], [-0.24, -0.81, 0.49], [0.37, 0.97, 2.05]],
  "lowdin_charge": [-0.23, -0.59, -0.58, -0.03, 0.79, 0.73, 0.06, 0.04, -0.14, -0.03],
  "e_above_lowest_kcal_mol": 55.7,
  "e_lumo_ev": -0.0001,
  "homo_ev": -8.193
}

E
In order: -22817.7475 -157601.6948 -25855.6244 -24786.8495
Unit: eV
F_max
In order: 4.28 4.46 4.72 3.54
Unit: eV/A